1.
# C12H24O12

A cluster of 4 separate species, C12H24O12 in total in a non-equilibrium geometry (ωB97M-V/def2-TZVPD, the OMol25 dataset).

Summary:
structure (SMILES): COC(=O)OC.COC(=O)OC.COC(=O)OC.COC(=O)OC
orbital gap: 0.4158 Ha
LUMO energy: 0.662 eV
F_max: 2.2 eV Å⁻¹
E_HOMO: -10.653 eV

Structure (ORCA input):
```
! wB97M-V def2-TZVPD RIJCOSX def2/J DEFGRID3
* xyz 0 1
C 0.06 2.19 2.42
O -1.17 2.02 1.71
C -1.32 0.89 1.04
O -0.56 -0.03 1.02
O -2.47 0.99 0.36
C -2.71 -0.02 -0.58
H 0.61 1.27 2.58
H -0.21 2.64 3.37
H 0.66 2.90 1.85
H -3.76 0.04 -0.86
H -2.61 -1.05 -0.19
H -2.09 -0.04 -1.48
C -3.71 -6.86 0.70
O -3.42 -5.64 1.37
C -2.24 -5.10 1.09
O -1.39 -5.59 0.40
O -2.15 -3.94 1.70
C -0.87 -3.29 1.59
H -3.99 -6.72 -0.35
H -4.55 -7.35 1.19
H -2.82 -7.49 0.67
H -0.83 -2.60 2.43
H -0.89 -2.68 0.70
H -0.03 -3.98 1.61
C 2.48 5.40 0.75
O 1.83 4.22 0.25
C 1.16 4.36 -0.88
O 1.41 5.19 -1.70
O 0.22 3.41 -0.89
C -0.63 3.30 -2.01
H 1.68 6.09 1.03
H 3.11 5.86 -0.01
H 3.11 5.16 1.60
H -0.23 3.63 -2.97
H -1.57 3.83 -1.81
H -0.91 2.25 -2.09
C 1.69 -2.23 -0.34
O 2.64 -1.16 -0.37
C 2.65 -0.37 -1.42
O 2.07 -0.57 -2.47
O 3.35 0.71 -1.12
C 3.48 1.75 -2.08
H 1.74 -2.81 -1.26
H 0.72 -1.79 -0.19
H 1.95 -2.89 0.49
H 3.40 2.68 -1.52
H 2.68 1.71 -2.81
H 4.45 1.70 -2.56
*
```

---

2.
# C12H24O18Rb4S3

A structure of composition C12H24O18Rb4S3 in a non-equilibrium geometry (ωB97M-V/def2-TZVPD, the OMol25 dataset).

Summary:
orbital gap: 0.2548 Ha
LUMO energy: -7.574 eV
F_max: 15.5 eV Å⁻¹
E_HOMO: -14.507 eV

Structure (ORCA input):
```
! wB97M-V def2-TZVPD RIJCOSX def2/J DEFGRID3
* xyz 2 1
Rb -17.31 1.26 -28.39
Rb -16.72 1.52 -25.92
Rb -14.18 2.69 -27.03
Rb -15.33 -1.43 -25.43
S -14.48 0.27 -27.20
O -13.22 0.95 -27.65
O -14.95 0.80 -25.98
O -15.56 0.59 -28.14
O -14.28 -1.18 -27.04
C -10.65 -0.11 -29.54
C -10.85 1.14 -28.63
O -10.68 2.25 -29.46
C -10.74 3.50 -28.97
O -10.59 3.83 -27.80
O -10.91 4.26 -29.96
C -10.55 5.66 -29.87
H -9.67 -0.07 -30.03
H -11.40 -0.28 -30.32
H -10.62 -1.05 -29.00
H -10.06 0.97 -27.89
H -11.71 1.26 -27.96
H -10.96 6.05 -30.80
H -9.54 6.04 -29.69
H -11.15 6.04 -29.05
C -18.31 4.35 -30.62
C -17.12 3.52 -30.21
O -16.66 2.86 -31.39
C -15.62 2.02 -31.35
O -15.30 1.25 -32.31
O -14.98 2.07 -30.17
C -13.87 1.18 -30.08
H -18.07 5.20 -31.26
H -18.60 4.75 -29.65
H -19.18 3.81 -30.98
H -17.27 2.79 -29.41
H -16.34 4.17 -29.82
H -14.13 0.15 -30.30
H -13.46 1.10 -29.07
H -13.24 1.61 -30.86
C -12.27 -1.93 -28.89
C -13.25 -0.92 -29.50
O -14.26 -1.73 -30.01
S -13.77 -3.22 -30.57
O -13.56 -3.11 -32.05
O -14.43 -4.40 -30.05
O -12.34 -3.06 -29.76
H -12.62 -2.43 -27.99
H -11.23 -1.62 -28.92
H -12.80 -0.26 -30.25
H -13.73 -0.29 -28.75
C -12.10 -0.69 -25.23
C -11.55 -0.79 -26.56
O -11.18 -2.11 -26.93
S -11.58 -3.17 -25.72
O -10.35 -3.35 -25.01
O -12.29 -4.38 -26.21
O -12.62 -2.00 -25.07
H -12.97 -0.02 -25.23
H -11.42 -0.35 -24.45
H -10.71 -0.10 -26.59
H -12.24 -0.43 -27.33
*
```

---

3.
# C12H25AlBrClF2KMgN5O10P

A structure of composition C12H25AlBrClF2KMgN5O10P in a non-equilibrium geometry (ωB97M-V/def2-TZVPD, the OMol25 dataset).

Summary:
orbital gap: 0.1424 Ha
LUMO energy: -0.749 eV
F_max: 7.0 eV Å⁻¹
E_HOMO: -4.623 eV

Structure (ORCA input):
```
! wB97M-V def2-TZVPD RIJCOSX def2/J DEFGRID3
* xyz -1 1
C -2.13 1.68 3.10
C -3.39 1.76 2.04
Br -3.30 3.26 0.70
C -3.63 0.31 1.35
N -2.56 0.07 0.34
C -2.20 -1.33 0.22
N -1.98 -2.28 1.32
P -0.39 -2.13 2.02
O -0.27 -3.10 3.20
O 0.69 -2.65 0.79
O 0.04 -0.53 2.42
N -2.00 -1.81 -1.02
C -2.16 -0.97 -2.26
C -0.85 -0.09 -2.55
C 0.30 -0.97 -3.25
N 1.48 -0.37 -3.91
O 0.26 -2.22 -3.23
H -1.13 2.15 2.65
H -2.38 2.26 4.07
H -2.02 0.58 3.44
H -4.31 1.96 2.70
H -3.66 -0.44 2.21
H -4.67 0.36 0.88
H -1.74 0.68 0.47
H -2.76 -2.29 2.02
H 1.59 -2.38 1.07
H 1.01 -0.46 2.20
H -1.70 -2.81 -1.12
H -3.10 -0.32 -2.24
H -2.27 -1.69 -3.15
H -0.47 0.38 -1.59
H -1.15 0.69 -3.33
H 1.21 0.34 -4.60
H 2.10 0.01 -3.18
Cl -1.04 3.67 2.15
C 4.08 -1.05 -1.13
O 3.43 -0.21 -1.76
O 3.59 -1.94 -0.41
O 5.33 -1.12 -1.12
C -5.79 1.47 -4.08
C -4.33 1.29 -3.80
N -3.19 1.15 -3.58
H -5.97 1.45 -5.15
H -6.36 0.66 -3.61
H -6.13 2.42 -3.68
Al -3.19 3.99 3.31
O 9.12 0.55 2.13
C 7.91 0.06 2.14
C 6.95 1.09 1.30
O 5.74 0.64 1.30
H 7.43 -0.07 3.12
H 7.76 -0.93 1.68
H 7.47 1.20 0.29
H 7.11 2.09 1.74
Mg -3.79 -3.07 -1.84
O -4.88 -2.35 2.39
H -5.06 -3.18 1.95
F 8.42 1.59 -0.67
K 10.29 2.39 3.10
F 2.60 0.58 0.38
*
```

---

4.
# C12H25B

The molecule C12H25B in a non-equilibrium geometry (ωB97M-V/def2-TZVPD, the OMol25 dataset).

Summary:
structure (SMILES): C[C@@H](C(C)(C)C)[C@]1(C(C)(C)C)BC1
orbital gap: 0.3427 Ha
LUMO energy: 0.401 eV
F_max: 5.7 eV Å⁻¹
E_HOMO: -8.924 eV

Structure (ORCA input):
```
! wB97M-V def2-TZVPD RIJCOSX def2/J DEFGRID3
* xyz 0 1
B -0.88 0.18 2.12
C 2.58 0.00 1.28
C 0.58 0.60 -0.01
C -0.76 0.01 0.58
C 1.86 -0.09 -0.07
C 0.79 2.07 0.44
C -0.68 -1.21 1.52
C 1.64 -1.55 -0.31
C 2.81 0.27 -1.29
C -2.16 1.28 -1.02
C -3.18 -0.38 0.43
C -1.76 -1.09 -1.56
C -1.94 -0.04 -0.42
H -1.27 0.43 3.14
H 3.43 0.69 1.23
H 3.22 -1.02 1.37
H 0.37 0.65 -1.08
H 0.07 2.87 0.01
H 1.83 2.51 0.18
H 0.48 2.07 1.48
H 0.32 -1.63 1.86
H -1.37 -1.96 1.23
H 2.06 0.52 1.99
H 2.30 -2.01 -0.97
H 0.64 -1.63 -0.80
H 1.77 -2.32 0.59
H 2.70 1.19 -1.79
H 2.69 -0.54 -2.03
H 3.92 0.17 -0.99
H -3.02 1.51 -1.66
H -1.23 1.54 -1.54
H -2.20 1.99 -0.16
H -3.22 0.18 1.44
H -4.14 0.02 -0.14
H -3.06 -1.41 0.57
H -1.57 -2.10 -1.29
H -0.91 -0.69 -2.12
H -2.68 -1.08 -2.22
*
```

---

5.
# C12H25Br4FP

A cluster of 3 separate species, C12H25Br4FP in total in a non-equilibrium geometry (ωB97M-V/def2-TZVPD, the OMol25 dataset).

Summary:
orbital gap: 0.2177 Ha
LUMO energy: 2.449 eV
F_max: 1.3 eV Å⁻¹
E_HOMO: -3.475 eV

Structure (ORCA input):
```
! wB97M-V def2-TZVPD RIJCOSX def2/J DEFGRID3
* xyz -1 1
C 5.36 2.56 1.37
C 4.77 2.19 0.39
C 3.89 1.89 -0.76
C 3.53 0.36 -0.82
C 2.06 0.14 -1.25
P 1.05 -1.07 -0.15
C 0.47 0.32 1.06
F 1.39 1.39 1.24
C -0.90 0.96 0.76
C -1.03 1.62 -0.63
H 5.62 2.96 2.32
H 2.97 2.47 -0.63
H 4.37 2.24 -1.68
H 4.19 -0.10 -1.56
H 3.76 -0.03 0.17
H 2.10 -0.33 -2.25
H 1.59 1.12 -1.41
H 2.21 -1.34 0.74
H 0.31 -2.03 0.66
H -0.15 -0.96 -1.00
H 1.52 -2.18 -1.00
H 0.36 -0.16 2.05
H -1.02 1.78 1.49
H -1.74 0.28 0.97
H -1.15 0.85 -1.41
H -1.95 2.23 -0.61
H -0.21 2.31 -0.83
Br -1.92 -2.50 2.15
C -0.92 -2.21 3.79
C -1.75 -2.50 5.01
Br -3.02 -1.07 5.38
H -0.55 -1.19 3.76
H -0.08 -2.90 3.73
H -1.12 -2.55 5.90
H -2.33 -3.41 4.92
Br -2.30 -0.72 -2.59
C -4.02 -0.74 -3.51
C -4.06 0.25 -4.64
Br -4.28 2.07 -3.98
H -4.78 -0.56 -2.75
H -4.13 -1.76 -3.89
H -4.93 0.07 -5.27
H -3.16 0.24 -5.24
*
```

---

6.
# C12H25ClN3O5P2

The ion C12H25ClN3O5P2 with charge +1 in a non-equilibrium geometry (ωB97M-V/def2-TZVPD, the OMol25 dataset).

Summary:
structure (SMILES): CCN[N@+]1(CC)[C@@](C[C@H](C)O)(N=C=O)O[C@H](P(C)O)[C@]1(Cl)[PH2]=O
orbital gap: 0.3353 Ha
LUMO energy: -2.662 eV
F_max: 3.0 eV Å⁻¹
E_HOMO: -11.786 eV

Structure (ORCA input):
```
! wB97M-V def2-TZVPD RIJCOSX def2/J DEFGRID3
* xyz 1 1
C 0.44 -0.87 3.23
C 0.71 -0.19 1.88
N 0.48 -1.18 0.84
N 0.63 -0.89 -0.55
C 1.87 -1.66 -1.01
C 1.67 -3.13 -1.33
C 0.78 0.54 -1.01
C 2.05 1.31 -0.57
C 1.87 2.74 -0.05
C 0.92 2.98 1.09
O 1.54 3.68 -1.06
N 0.87 0.58 -2.50
C 0.25 1.47 -3.05
O -0.34 2.33 -3.58
O -0.47 1.10 -0.74
C -1.47 0.08 -0.71
P -2.67 0.09 0.72
C -4.30 0.46 -0.06
O -2.34 1.42 1.64
C -0.73 -1.30 -1.08
Cl -0.95 -1.74 -2.76
P -1.69 -2.67 -0.17
O -1.28 -4.00 -0.61
H -0.14 -0.19 3.84
H 1.36 -1.08 3.75
H -0.17 -1.76 3.10
H -0.03 0.60 1.80
H 1.70 0.25 1.94
H 0.83 -2.09 1.11
H 2.57 -1.60 -0.19
H 2.38 -1.19 -1.85
H 1.20 -3.33 -2.28
H 1.18 -3.63 -0.50
H 2.67 -3.56 -1.38
H 2.72 1.35 -1.41
H 2.60 0.76 0.19
H 2.85 3.04 0.32
H 1.04 4.02 1.37
H 1.22 2.43 1.97
H -0.12 2.85 0.85
H 2.12 3.51 -1.81
H -2.12 0.23 -1.58
H -4.26 0.37 -1.14
H -5.07 -0.17 0.35
H -4.59 1.49 0.13
H -3.11 1.59 2.19
H -1.63 -2.56 1.22
H -3.03 -2.44 -0.56
*
```

---

7.
# C12H25ClNO2P2Sc

A structure of composition C12H25ClNO2P2Sc in a non-equilibrium geometry (ωB97M-V/def2-TZVPD, the OMol25 dataset).

Summary:
orbital gap: 0.2669 Ha
LUMO energy: -7.669 eV
F_max: 5.7 eV Å⁻¹
E_HOMO: -14.932 eV

Structure (ORCA input):
```
! wB97M-V def2-TZVPD RIJCOSX def2/J DEFGRID3
* xyz 2 1
Sc 0.03 -0.29 0.95
P -2.54 0.18 0.82
C -2.22 0.96 -0.88
C -0.86 1.15 -1.42
N 0.27 0.65 -0.83
C 1.51 1.09 -1.13
C 1.65 1.91 -2.23
C 0.53 2.26 -2.99
C -0.74 1.84 -2.60
C 2.66 0.79 -0.25
P 2.60 -0.69 0.90
H -1.63 1.87 -3.25
H 2.66 2.27 -2.43
H 0.68 2.77 -3.95
H 3.47 0.53 -0.92
H 2.89 1.63 0.42
H -2.77 0.25 -1.55
H -2.78 1.86 -1.07
H -1.87 -3.78 -2.32
O -2.01 -3.78 -3.29
H -1.57 -2.83 -3.44
H -0.36 -2.12 2.57
O -0.04 -2.43 1.36
H -0.42 -3.39 0.79
C 3.18 -1.97 -0.23
H 4.04 -1.57 -0.82
H 3.47 -2.89 0.33
H 2.34 -2.23 -0.92
C 4.02 -0.43 1.98
H 4.08 -1.26 2.71
H 4.95 -0.36 1.38
H 3.85 0.50 2.54
C -3.48 1.60 1.44
H -4.46 1.67 0.93
H -3.58 1.45 2.52
H -2.84 2.49 1.30
C -3.78 -1.12 0.60
H -4.01 -1.56 1.59
H -4.70 -0.70 0.15
H -3.38 -1.91 -0.06
Cl -0.32 0.91 4.07
C 0.35 1.19 2.50
H -0.25 2.03 2.09
H 1.40 1.47 2.64
*
```

---

8.
# C12H25F3N2O10P

A cluster of 4 separate species, C12H25F3N2O10P in total (ωB97M-V/def2-TZVPD, the OMol25 dataset).

Summary:
orbital gap: 0.2112 Ha
LUMO energy: 1.916 eV
F_max: 0.3 eV Å⁻¹
E_HOMO: -3.832 eV

Structure (ORCA input):
```
! wB97M-V def2-TZVPD RIJCOSX def2/J DEFGRID3
* xyz -1 1
N -5.01 3.28 3.60
P -3.79 2.45 3.03
N -3.76 0.87 3.17
C -3.65 -0.02 2.06
C -4.73 0.14 0.97
O -5.57 -1.02 0.84
C -4.20 0.37 -0.43
F -3.19 1.25 -0.48
F -3.72 -0.78 -0.96
F -5.15 0.82 -1.27
H -4.71 3.99 4.26
H -2.58 3.01 3.53
H -3.59 2.72 1.64
H -2.65 -0.04 1.58
H -3.80 -1.04 2.43
H -5.35 1.01 1.22
H -6.34 -0.86 1.39
C 3.77 1.95 1.09
O 2.75 2.21 0.12
C 1.84 1.23 0.02
O 1.85 0.20 0.64
O 0.95 1.60 -0.90
C -0.14 0.67 -1.07
H 4.43 2.82 1.06
H 3.34 1.83 2.08
H 4.33 1.05 0.83
H -0.72 0.59 -0.15
H 0.23 -0.30 -1.36
H -0.76 1.10 -1.85
C -4.41 -3.77 -0.91
O -4.11 -5.13 -1.29
C -4.55 -5.49 -2.48
O -5.16 -4.81 -3.26
O -4.19 -6.77 -2.70
C -4.60 -7.28 -3.96
H -3.99 -3.64 0.08
H -3.96 -3.08 -1.62
H -5.49 -3.62 -0.88
H -4.16 -6.71 -4.78
H -5.68 -7.26 -4.06
H -4.24 -8.31 -3.99
C 9.88 1.37 1.52
O 8.63 1.79 0.98
C 8.70 2.90 0.23
O 9.71 3.52 -0.01
O 7.48 3.18 -0.21
C 7.40 4.36 -1.03
H 9.66 0.47 2.10
H 10.59 1.14 0.72
H 10.30 2.14 2.16
H 8.02 4.24 -1.92
H 7.73 5.23 -0.47
H 6.36 4.45 -1.30
*
```

---

9.
# C12H25IrN4O4PS2

A structure of composition C12H25IrN4O4PS2 in a non-equilibrium geometry (ωB97M-V/def2-TZVPD, the OMol25 dataset).

Summary:
orbital gap (spin up / spin down): 0.2563 / 0.2563 Ha
LUMO energy (spin up / spin down): -4.372 / -4.373 eV
F_max: 2.9 eV Å⁻¹
E_HOMO (spin up / spin down): -11.347 / -11.347 eV

Structure (ORCA input):
```
! wB97M-V def2-TZVPD RIJCOSX def2/J DEFGRID3
* xyz 1 1
Ir 0.88 0.54 1.06
C -3.95 0.97 -1.54
C -3.39 2.29 -1.07
O -1.94 2.24 -1.13
P -1.02 2.57 0.09
S 0.87 2.25 -0.56
S -1.33 1.39 1.68
O -1.39 4.06 0.41
C -1.03 4.78 1.63
C 0.45 5.01 1.76
H -5.03 1.00 -1.51
H -3.61 0.16 -0.89
H -3.63 0.76 -2.56
H -3.71 2.52 -0.05
H -3.69 3.11 -1.72
H -1.43 4.23 2.48
H -1.57 5.72 1.53
H 0.99 4.07 1.89
H 0.63 5.63 2.64
H 0.85 5.52 0.88
C 0.95 -2.47 0.29
N 0.80 -1.11 -0.35
C 1.83 -1.01 -1.44
N 1.67 -2.07 -2.41
C 1.80 -3.36 -1.74
N 0.79 -3.52 -0.69
C -0.54 -3.41 -1.30
N -0.71 -2.11 -1.97
C -0.56 -1.05 -1.00
C 0.33 -1.98 -3.00
H 0.19 -2.56 1.07
H 1.94 -2.53 0.74
H 2.82 -1.07 -0.99
H 1.72 -0.04 -1.93
H 2.80 -3.43 -1.29
H 1.69 -4.16 -2.47
H -1.30 -3.52 -0.53
H -0.66 -4.20 -2.03
H -1.31 -1.15 -0.21
H -0.66 -0.09 -1.48
H 0.22 -1.01 -3.50
H 0.20 -2.77 -3.73
C 3.09 -1.78 4.00
O 3.00 -0.76 2.96
C 1.83 -0.53 2.48
O 0.78 -1.07 2.77
H 4.14 -1.86 4.24
H 2.70 -2.72 3.61
H 2.51 -1.47 4.86
*
```

---

10.
# C12H25LaN2O2P2

A structure of composition C12H25LaN2O2P2 in a non-equilibrium geometry (ωB97M-V/def2-TZVPD, the OMol25 dataset).

Summary:
orbital gap (spin up / spin down): 0.1403 / 0.1302 Ha
LUMO energy (spin up / spin down): -0.012 / 0.017 eV
F_max: 5.1 eV Å⁻¹
E_HOMO (spin up / spin down): -3.831 / -3.526 eV

Structure (ORCA input):
```
! wB97M-V def2-TZVPD RIJCOSX def2/J DEFGRID3
* xyz 0 1
C 2.74 -0.62 0.86
C 1.50 0.02 0.62
N 0.56 -0.61 -0.19
C 0.60 -1.98 -0.24
C 1.72 -2.67 0.19
C 2.83 -1.99 0.69
C 1.05 1.31 1.17
P -0.30 1.49 2.17
La -0.23 1.47 -1.14
P -1.79 -1.75 -1.76
C -0.66 -2.72 -0.68
O 4.41 2.76 -0.53
O -0.68 4.11 0.08
H 3.55 -0.03 1.29
H 1.75 -3.76 0.08
H 3.76 -2.53 0.90
C -0.31 0.29 3.47
C -0.41 3.13 2.93
H -0.36 -3.62 -1.25
H -1.32 -3.05 0.14
H 5.19 3.39 -0.50
H 1.88 2.09 1.24
C -3.37 -2.56 -1.63
C -1.13 -2.30 -3.37
H -0.43 0.18 -3.02
H -1.59 4.45 0.05
H -0.18 4.82 -0.32
H 4.45 2.29 -1.40
H -1.45 1.31 1.35
H -0.62 0.82 -3.47
H 0.27 0.69 4.31
H -1.32 0.03 3.81
H 0.16 -0.64 3.15
H 0.35 3.23 3.73
H -0.27 3.90 2.15
H -1.42 3.30 3.36
H -1.73 -3.19 -3.60
H -1.33 -1.57 -4.16
H -0.06 -2.58 -3.30
H -3.44 -3.26 -2.47
H -3.39 -3.11 -0.68
H -4.16 -1.81 -1.71
N -2.67 1.17 -0.97
C -2.14 0.14 -1.31
*
```